A molecular structure, C37H63F11GaO18S at a distorted geometry. Source: OMol25; level of theory: ωB97M-V/def2-TZVPD.

Cartesian coordinates (Å):
H1 1.0377 5.2794 -0.4828
O1 3.2278 6.0241 0.7964
H2 8.0458 3.0088 4.6408
C1 4.3155 7.6065 6.5507
O2 -6.2730 -8.2457 3.5514
H3 -9.2624 -3.3452 -8.5851
H4 -4.8587 -3.6777 -5.9320
H5 -4.3391 -5.4516 1.0817
H6 1.7574 1.5304 4.0152
C2 -3.1913 -4.0004 -1.3766
O3 -6.3406 -3.8364 -2.8495
H7 5.6428 6.2570 3.1640
H8 -7.0009 -10.1404 3.1061
C3 8.0640 -1.7129 3.3120
H9 -5.1892 -3.1736 -9.3108
C4 3.0616 1.3452 2.2343
C5 -2.1844 -0.1263 -0.0744
C6 7.2437 -0.7939 4.2126
F1 6.0890 5.6030 7.1463
C7 -2.4538 -3.7885 -13.2718
C8 5.3713 -0.4895 5.6423
H10 -0.9134 -1.5309 -5.2241
F2 0.0716 -0.1558 4.2689
H11 7.9933 7.0550 3.5280
O4 -7.5115 -2.2547 -8.3246
H12 -8.3046 -3.8183 -3.3788
H13 0.1293 -2.0472 -3.8897
O5 2.5338 6.4597 -1.3122
C9 7.5277 6.2701 4.1506
O6 -5.2879 -6.8160 2.2695
C10 4.0387 6.2233 5.9064
H14 -7.9065 -4.9944 -2.1170
H15 1.5948 2.7944 2.8080
F3 -0.9041 2.8978 3.7334
H16 -6.2015 -3.2356 -4.8395
O7 -2.9488 -3.5729 -10.6838
H17 6.6663 6.4895 -0.5347
O8 -5.7691 -4.2797 -0.7068
H18 8.4537 0.9069 3.8498
C11 4.2975 2.1658 2.7622
F4 -2.8156 0.3962 4.2362
H19 -3.2786 -3.2618 -0.5838
C12 -7.7139 -3.9866 -2.4811
C13 7.5725 0.5332 4.3724
H20 -2.5398 -4.8339 -12.9792
H21 0.9484 7.0230 -0.0925
C14 -6.9697 -2.9896 -7.3467
H22 -7.1867 -9.5834 4.7766
O9 -7.1878 -4.1549 -7.1406
C15 -3.6839 -3.0221 -11.4604
H23 4.0604 6.3625 4.8134
F5 -1.2051 -0.5303 2.6041
C16 4.0169 3.1264 3.9369
H24 -4.1675 -1.7048 -9.2368
H25 7.7714 -2.7485 3.5165
H26 -3.1902 -5.0090 -0.9637
O10 -2.0622 -0.0018 -1.4973
H27 5.0667 1.4550 6.4274
H28 5.6839 7.0545 0.8235
H29 4.1381 7.5214 7.6288
C17 -6.2141 -7.7655 2.3038
H30 7.7668 -1.4956 2.2757
C18 0.5048 1.0753 2.2602
H31 5.8961 -2.3785 4.6896
O11 -3.5679 -3.0368 -12.7914
O12 -4.2516 -3.8463 -2.3313
H32 -4.8482 -2.1292 -5.0787
H33 7.4985 3.1154 6.3053
H34 -1.4976 -2.7649 -4.0974
Ga1 5.6646 4.0822 4.6611
H35 -5.8844 -1.5775 -9.6116
O13 -6.8889 -8.1366 1.3772
F6 -1.2728 1.4351 5.4305
H36 -1.5186 -3.3669 -12.9063
H37 3.3395 3.9098 3.5574
O14 -1.1428 -2.0654 -1.5597
H38 -7.9094 -3.7902 -9.6693
C19 -0.5261 0.4547 3.2494
H39 -7.9937 -3.2483 -1.7312
O15 -6.1495 -2.2076 -6.6530
C20 5.7492 6.3195 0.0235
H40 4.7204 2.7616 1.9401
C21 7.1753 2.8329 5.2937
C22 -5.1143 -6.2033 0.9803
C23 1.1925 6.2896 -0.8602
H41 3.2693 0.2872 2.4350
H42 -2.6365 0.7901 0.2911
H43 3.7306 8.4101 6.0915
H44 -8.7855 -2.2700 -9.9081
F7 -0.0577 1.8805 1.3289
C24 -7.2357 -9.2814 3.7334
H45 8.3071 5.5637 4.4584
C25 -5.4768 -4.0145 -1.8459
H46 -6.0259 -5.7273 0.6645
H47 -2.4691 -3.7238 -14.3568
F8 7.0122 4.9742 2.2005
C26 -5.0035 -2.1893 -9.7396
H48 5.0770 1.4375 3.0233
C27 -5.4844 -2.8654 -5.5638
F9 -2.5347 1.7949 2.5308
S1 -1.8293 1.6362 3.9440
H49 2.9959 5.9530 6.1367
C28 5.7071 0.8297 5.8060
H50 5.3779 7.8311 6.3924
H51 0.5433 6.4482 -1.7182
H52 4.4312 4.3747 6.9220
H53 9.1441 -1.5898 3.4326
F10 -2.9325 2.6031 4.5595
H54 3.5245 2.6229 4.7827
C29 1.7404 1.7135 2.9401
H55 7.0494 6.7553 5.0089
H56 -8.2395 -8.9168 3.5185
H57 -4.7938 -6.9472 0.2495
C30 6.4258 5.5144 3.3852
H58 -1.2099 -0.2428 0.3814
C31 5.0221 5.1101 6.3511
C32 6.8114 1.3840 5.1702
H59 -2.8318 -0.9642 0.1829
O16 -1.4652 -0.8025 -3.4088
H60 -2.2613 -3.8383 -1.9000
H61 2.9111 1.4784 1.1565
H62 5.7707 5.3156 0.4324
F11 0.9685 -0.0147 1.5502
C33 -8.4185 -2.9709 -9.1624
C34 6.1346 -1.3299 4.8506
O17 4.6552 6.4734 -0.8968
O18 -4.7534 -2.2930 -11.1460
C35 -0.9010 -1.8574 -4.1875
H63 4.4930 -0.9188 6.1260
C36 -1.5199 -1.0545 -2.0982
C37 3.4562 6.2924 -0.3530

Summary:
Net charge: -1
HOMO level: -4.725 eV

A molecular structure, C37H63N4OPSTi at a distorted geometry. Source: OMol25; level of theory: ωB97M-V/def2-TZVPD.

Cartesian coordinates (Å):
C1 -1.9977 1.7156 2.7548
C2 -3.6290 2.6649 4.2026
H1 -2.8234 3.4475 4.3360
H2 4.5960 -1.4177 1.0381
H3 4.4718 0.7150 0.3809
H4 -3.2139 -2.6254 1.6641
H5 3.0725 1.3214 -1.8407
C3 -4.4337 0.3292 3.3398
H6 3.0205 3.7197 3.1595
H7 -2.8297 5.2212 -1.0168
C4 -2.5617 -2.1437 -0.4575
H8 1.8300 5.4171 2.1499
C5 -2.6033 2.7575 -1.5735
C6 -0.1635 -2.7422 -3.1519
H9 -0.3747 -3.1420 0.3436
H10 -0.8995 -3.0269 -3.9609
H11 -3.0560 1.0269 1.0085
H12 2.9607 2.3781 3.0373
C7 1.2201 3.3413 1.6340
C8 -0.6363 2.1072 2.8026
C9 2.2136 -2.3208 -4.2792
C10 -2.4110 -0.9700 -1.2620
H13 -2.9281 0.8868 5.9668
H14 4.7806 0.8060 -1.8042
C11 -1.5626 3.3832 -0.5137
H15 2.9979 -2.5298 1.1151
H16 -5.0101 0.3002 4.2784
C12 1.1540 -1.8257 -3.2061
N1 0.1623 -1.4587 4.7500
C13 -2.1900 1.6931 1.3658
N2 -1.5793 -1.3369 1.6299
H17 0.1412 -4.8585 0.2881
C14 4.7715 -1.9679 -1.7465
C15 -2.3719 4.7697 -0.1805
H18 -4.4079 -0.6399 3.2229
H19 -3.4295 -2.1281 -4.1195
H20 3.5440 3.0910 0.8403
P1 1.8766 -1.4555 -1.2143
H21 0.0666 -3.6285 -2.4863
H22 2.3957 -4.1842 -2.3208
C16 -3.7763 -3.1661 -2.3989
C17 -3.4878 -3.1182 -1.0280
C18 3.9454 0.4337 -2.0333
C19 -3.3045 -2.0976 -3.1158
C20 2.3473 -4.5178 -1.2019
H23 0.4848 3.3244 -1.5628
Ti1 -0.3255 0.2673 0.8491
C21 0.5603 -0.4729 -3.6658
H24 4.6359 -8.5797 -8.2624
C22 3.9199 -0.8513 -1.1245
H25 1.1937 -0.0695 -4.4764
H26 3.2602 -4.5926 -0.6369
H27 2.3455 -4.4292 1.1640
H28 5.4422 -1.4104 -2.2550
C23 2.0997 2.8928 2.8357
H29 -3.8880 -3.7815 -0.2327
C24 -0.0933 2.6139 1.5536
C25 0.0890 -3.7812 -0.3023
H30 2.5865 -1.5581 -4.9489
C26 2.1730 3.2351 0.3942
H31 0.4338 5.1472 0.9476
N3 0.9648 -0.4153 -0.5256
H32 -3.3156 4.5468 0.5122
C27 -3.1282 1.2233 3.7232
H33 1.5927 -3.1521 1.7132
H34 -1.8199 -0.2393 4.8568
O1 -1.5033 -0.1023 -0.9058
H35 4.2922 -2.9254 -2.2671
C28 -1.2312 2.6014 0.6436
H36 2.0416 2.5187 -0.3032
C29 -2.8239 -0.9288 -2.5960
H37 2.4178 -3.2913 -5.0563
S1 1.0475 -0.4766 2.5111
H38 3.0764 -2.8709 -3.9053
H39 4.1403 0.2323 -3.1096
H40 0.9712 -0.4353 4.9877
C30 0.8208 4.8937 1.7784
H41 0.2136 4.7811 2.7973
C31 -0.5013 3.9377 -1.5601
H42 -4.1751 -4.3580 -2.5033
H43 -0.4827 -3.8306 -1.1102
H44 -3.2865 2.9186 -0.8551
H45 1.6029 -5.1454 -1.1497
N4 -1.4266 -1.6255 3.0287
C32 4.0694 -0.3830 0.4122
H46 -4.9335 0.7773 2.3965
H47 -0.0774 1.8277 3.7433
H48 -1.0402 4.5605 -2.4130
H49 -0.4460 -0.0612 -4.4091
H50 0.5615 0.0307 -2.6208
H51 5.3688 -2.3881 -0.8277
C33 -2.4228 -1.9565 1.0506
H52 -0.2594 5.6096 -1.3805
C34 2.0222 -3.3250 0.8135
H53 2.0543 4.2321 -0.0224
H54 2.7315 0.0468 0.8924
C35 -0.2647 -1.1828 3.5643
H55 -2.7174 1.6692 -1.8149
H56 1.7475 2.9626 3.6445
H57 -4.4171 2.4258 4.8726
H58 0.1993 -4.0016 -6.8117
C36 -2.3648 0.6896 4.9671
H59 -1.9374 5.8123 -0.0835
H60 -1.0669 -2.2931 -2.8845
H61 -4.1116 3.1246 3.2871
H62 -2.8776 3.6296 -2.2813
C37 1.4630 -3.2936 -0.5454
H63 -1.5729 1.4513 5.0731

Summary:
⟨S²⟩: 2.00
Spin multiplicity: 3
Net charge: -2
HOMO level (alpha / beta): -0.481 / -0.481 eV

A molecular structure, C37H65Br21Cl5O6P at a distorted geometry. Source: OMol25; level of theory: ωB97M-V/def2-TZVPD.

Cartesian coordinates (Å):
Br1 4.0571 0.4312 8.7175
H1 -1.8467 -1.8173 -2.0129
Br2 8.7820 -1.3341 0.6339
H2 -6.1573 -2.2074 -5.9040
H3 4.1717 2.7790 0.1652
C1 -4.1072 -0.5517 4.7097
H4 -3.4857 -1.3394 -1.7753
C2 2.0390 -1.4422 2.9494
C3 4.5547 2.0730 0.9021
H5 4.0464 -1.6315 1.8405
H6 -1.3932 3.9562 3.1610
H7 -0.0706 -1.8499 0.6902
C4 -0.3128 -0.8630 1.0844
C5 -0.7015 0.0351 -0.0923
C6 -0.9267 5.2366 -3.3176
Br3 4.2958 4.6052 -2.2900
C7 4.8311 -4.2522 2.5133
H8 1.4738 0.5593 8.2835
O1 -7.1813 -0.8599 -2.0450
H9 1.1197 3.3305 4.5674
Br4 -3.8318 -0.2310 2.8347
C8 2.2561 0.8087 1.0124
C9 -6.8771 -1.7094 -2.9243
C10 2.3438 -2.0206 -2.0289
H10 -0.0846 -0.1174 -0.9778
Br5 5.8774 -1.0478 -0.5091
C11 -6.1796 2.8603 -2.5341
H11 2.6940 0.1884 0.2304
Cl1 -0.7476 0.3321 -3.9810
C12 2.3196 0.2126 7.6898
O2 3.5636 -1.6339 -2.3792
Cl2 -1.0471 -2.8786 4.6814
C13 -0.0071 -5.1032 1.5870
H12 5.1466 -5.1060 3.1130
H13 -0.3913 4.7065 -4.1052
H14 -3.0183 -0.0914 -3.5716
H15 4.0079 -3.0860 4.0513
H16 3.2600 -4.3225 -3.8684
C14 5.6951 2.7952 1.6287
H17 -0.0829 4.4477 5.2351
H18 0.5537 4.6900 3.6447
Br6 -5.9613 4.8468 -2.4679
C15 7.0947 -0.4634 0.9668
C16 -2.4359 -5.8068 -3.2373
H19 -5.7056 -4.4347 -4.2487
H20 0.5746 -4.8526 2.4741
C17 -6.6646 -2.5834 -5.0155
H21 -1.5015 6.0665 -3.7287
H22 -2.9103 0.1172 0.0790
H23 -0.6928 1.0852 0.1996
H24 -0.1848 6.5707 -1.8185
Br7 -2.3005 -4.9876 -1.3793
H25 -1.1312 -1.1576 1.7412
H26 -7.5229 -3.1550 -5.3685
Br8 -2.1259 -4.4351 -4.6419
Br9 5.5152 1.7308 -2.6053
H27 -1.9947 3.3604 -3.4231
H28 -4.7806 -2.9853 -4.0242
C18 0.0282 5.5685 -2.1905
H29 -1.3331 1.8585 2.1189
Br10 -5.8583 2.0484 -4.3495
H30 2.4345 -1.0585 3.8899
H31 1.2352 -2.1481 3.1586
C19 -3.4856 5.1715 0.9890
Cl3 -0.4068 -6.8970 1.4483
H32 5.0431 1.2942 0.3163
H33 1.1862 -3.7052 -2.8230
H34 1.7460 1.5873 0.4453
H35 -1.6235 -6.5311 -3.2967
H36 4.0102 3.0504 -4.2948
Br11 -5.8219 -1.3322 5.1740
H37 -2.9693 4.5391 -2.5495
C20 -0.2520 4.4708 -1.1326
C21 3.3650 1.5729 1.8002
O3 1.7914 -1.6417 -0.9765
C22 4.0643 -2.2373 -3.5580
H38 1.1323 -2.1579 -3.6873
Br12 6.3978 -0.7638 2.8035
C23 3.1923 -2.1910 2.2220
C24 -0.8908 3.1474 3.6916
H39 2.8781 -2.5623 1.2465
Br13 -4.8494 2.0438 -1.3469
H40 -2.3110 0.6645 -1.4395
H41 -2.5803 -2.3119 -0.5974
Br14 -3.8797 3.6286 2.0991
H42 -2.7986 1.0821 -4.8417
C25 -2.1436 -0.0874 -0.6683
H43 1.1510 1.3551 3.8367
C26 -5.7937 -3.3841 -3.9719
H44 6.3950 3.1794 0.8866
H45 -3.4051 -1.3589 4.9185
C27 3.0068 -3.2664 -3.9610
H46 2.8668 -4.0700 3.4070
C28 1.7809 -2.8546 -3.1562
C29 -0.4475 2.1779 2.6683
H47 -1.5312 2.6535 4.4224
H48 1.0509 5.4712 -2.5546
H49 -3.1831 4.8606 -0.0110
Br15 -3.5523 1.0600 5.7804
C30 0.2282 3.9138 4.3371
H50 -0.3017 0.4414 3.8753
H51 0.0974 2.6818 1.8700
O4 -1.3934 3.8028 -1.5126
H52 5.0120 -2.7355 -3.3531
C31 4.0118 2.8586 -3.2218
Br16 2.4246 1.3667 6.0816
H53 5.7149 -3.6640 2.2664
Cl4 0.8874 -4.4876 0.2052
H54 6.3250 2.1988 2.2888
H55 -5.6749 -3.1000 -1.7684
C32 -6.3345 -3.0682 -2.6356
H56 2.8563 -3.3830 -5.0342
H57 3.0225 2.4674 2.3206
H58 -0.9440 -4.5473 1.6212
O5 0.3235 4.1342 -0.1285
Cl5 -2.5882 -1.1959 -5.6703
Br17 2.0029 -1.7344 7.2292
Br18 2.2439 2.1845 -2.6326
O6 -7.1488 -1.5018 -4.1970
H59 7.2913 0.6037 0.8633
Br19 -2.0554 6.2942 1.8249
H60 3.7532 0.9205 2.5823
Br20 -4.0751 -6.8512 -3.5982
P1 1.0632 -0.1157 2.0312
C33 -1.9472 4.2230 -2.7584
H61 -7.2211 -3.6494 -2.3823
C34 -2.4198 0.1366 -4.4537
H62 -7.1725 2.6450 -2.1395
C35 -2.5340 -1.4432 -1.2542
H63 4.5288 -4.6822 1.5584
C36 0.3497 0.9895 3.1946
C37 3.6905 -3.4403 3.0705
H64 5.3510 3.6444 2.2192
H65 4.1840 -1.5474 -4.3933
Br21 -5.1018 6.2454 0.6667

Summary:
Net charge: 0
HOMO level: -7.332 eV

> The lowest net charge belongs to which entry?

C37H63N4OPSTi

> The highest net charge belongs to which entry?

C37H65Br21Cl5O6P

> The lowest net charge belongs to which entry?

C37H63N4OPSTi